Entry from OMol25: the molecule C5H8O (wB97M-V/def2-TZVPD).

Bonds (Å) are listed after each position.
Cartesian coordinates (Å):
1 C -1.30099 0.71759 -1.35449  C2 1.464, H7 1.093, H8 1.106, H9 1.099
2 C -0.29629 -0.32678 -1.14909  C1 1.464, C5 1.437
3 C 1.21725 0.59642 0.77414  C4 1.532, H10 1.104, H11 1.091, H12 1.096
4 C 0.77155 -0.84647 1.02890  C3 1.532, C5 1.516, H13 1.097, H14 1.095
5 C -0.33194 -1.14381 0.03244  C2 1.437, C4 1.516, O6 1.226
6 O -1.15776 -2.04879 0.08778  C5 1.226
7 H -1.06955 1.40438 -2.17212  C1 1.093
8 H -2.13022 0.07301 -1.70250  C1 1.106
9 H -1.67992 1.25435 -0.47388  C1 1.099
10 H 1.25695 0.76090 -0.31719  C3 1.104
11 H 2.21799 0.82061 1.14663  C3 1.091
12 H 0.50493 1.31367 1.19680  C3 1.096
13 H 1.59311 -1.55315 0.85737  C4 1.097
14 H 0.40488 -1.02192 2.04520  C4 1.095

Calculated values
* HOMO energy: -0.3223 Ha
* energy above the lowest of the compared OMol25 structures with the same formula, charge and spin: 351.62 kJ/mol
* lowest unoccupied orbital energy: -0.32 eV